Record 1
C5H12N2O in the gas phase in a non-equilibrium geometry, computed with ωB97M-V with the def2-TZVPD basis set.

Each line ends with the natural charge from an NBO analysis.
Element x y z (Å)
C1 0.372 -0.984 0.149  -0.23
N1 -0.926 -0.212 -0.032  -0.46
C2 -1.680 -0.054 1.207  -0.42
C3 -1.851 -0.728 -1.073  -0.42
C4 1.429 -0.196 -0.657  -0.23
N2 2.260 0.669 0.197  -0.66
C5 1.810 1.993 0.326  0.54
O1 2.569 2.924 0.328  -0.57
H1 0.245 -1.942 -0.346  0.18
H2 0.621 -1.141 1.205  0.21
H3 -1.337 0.788 1.826  0.19
H4 -1.705 -0.932 1.855  0.17
H5 -2.642 0.329 0.869  0.20
H6 -2.398 0.111 -1.496  0.20
H7 -2.468 -1.518 -0.652  0.18
H8 -1.226 -1.048 -1.904  0.19
H9 2.007 -0.980 -1.141  0.20
H10 0.916 0.332 -1.458  0.21
H11 3.262 0.564 0.222  0.40
H12 0.740 2.024 0.574  0.12

Properties
**2S+1**: 1
**Charge**: 0
**E_HOMO**: -8.61 eV
**Orbital gap**: 9.53 eV

Record 2
2 unconnected molecules or ions with the total composition C5H12N2O in a non-equilibrium geometry, computed with ωB97M-V with the def2-TZVPD basis set.

Each line ends with the natural charge from an NBO analysis.
Element x y z (Å)
C1 -2.272 0.569 -0.810  -0.65
C2 -1.473 -0.254 0.156  0.23
N1 -1.055 0.373 1.345  -0.83
C3 -1.370 -1.593 0.043  -0.60
H1 -0.738 -0.214 2.103  0.40
H2 -1.141 1.378 1.376  0.40
H3 -1.779 1.515 -1.039  0.21
H4 -2.394 0.035 -1.749  0.23
H5 -3.256 0.805 -0.406  0.23
H6 -0.995 -2.201 0.851  0.20
H7 -1.540 -2.084 -0.898  0.21
C4 1.828 -0.023 0.108  0.53
N2 3.097 -0.011 0.694  -0.82
C5 1.302 1.088 -0.479  -0.71
O1 1.561 -1.284 -0.351  -0.70
H8 0.632 -1.332 -0.639  0.51
H9 3.578 -0.897 0.629  0.38
H10 3.709 0.717 0.361  0.38
H11 0.331 1.540 -0.515  0.20
H12 1.976 1.872 -0.782  0.20

Properties
**2S+1**: 1
**Charge**: 0
**E_HOMO**: -7.30 eV
**Orbital gap**: 8.21 eV

Record 3
A molecular structure, C5H12N2O in a non-equilibrium geometry, computed with ωB97M-V with the def2-TZVPD basis set.

Each line ends with the natural charge from an NBO analysis.
Element x y z (Å)
C1 -0.209 0.088 -0.264  0.36
C2 0.482 -0.281 0.904  -0.11
C3 -0.478 -0.941 -1.301  -0.71
C4 -0.389 1.525 -0.624  -0.69
N1 2.611 -1.126 -0.533  -0.56
C5 -2.213 0.482 1.802  -0.12
O1 2.048 0.081 -0.079  -0.57
N2 -1.620 -0.494 1.293  -0.48
H1 3.110 -0.915 -1.395  0.34
H2 3.313 -1.416 0.147  0.33
H3 0.627 -1.328 1.126  0.23
H4 0.662 0.448 1.681  0.22
H5 0.488 -1.358 -1.615  0.27
H6 -1.024 -0.536 -2.152  0.22
H7 -1.051 -1.762 -0.867  0.26
H8 -0.085 2.198 0.175  0.22
H9 -1.436 1.714 -0.876  0.23
H10 0.210 1.746 -1.509  0.26
H11 -3.149 0.335 2.360  0.17
H12 -1.897 1.538 1.727  0.13

Properties
**2S+1**: 1
**Charge**: 0
**E_HOMO (spin up / spin down)**: -7.21 / -7.21 eV
**Orbital gap (spin up / spin down)**: 7.79 / 7.79 eV

Record 4
A molecular structure, C5H12N2O in a non-equilibrium geometry, computed with ωB97M-V with the def2-TZVPD basis set.

Each line ends with the natural charge from an NBO analysis.
Element x y z (Å)
C1 0.892 0.568 -0.540  -0.32
C2 1.616 1.658 0.231  -0.63
C3 1.646 -0.750 -0.542  -0.64
H1 0.677 0.910 -1.556  0.22
H2 -0.360 0.090 -0.433  0.30
H3 1.080 2.606 0.191  0.21
H4 1.676 -1.146 0.475  0.23
H5 1.165 -1.486 -1.188  0.22
H6 1.743 1.366 1.274  0.23
H7 2.614 1.817 -0.184  0.22
H8 2.669 -0.615 -0.894  0.22
C4 -1.940 -0.588 -0.079  0.35
N1 -1.882 -1.886 0.268  -0.82
C5 -0.766 0.273 0.940  0.26
N2 -2.815 -0.062 -0.832  -0.73
O1 -0.311 -0.346 1.891  -0.64
H9 -2.572 -2.526 -0.086  0.40
H10 -1.277 -2.118 1.046  0.42
H11 -2.692 0.938 -0.961  0.34
H12 -1.163 1.296 0.979  0.16

Properties
**2S+1**: 1
**Charge**: 0
**E_HOMO**: -8.71 eV
**Orbital gap**: 9.64 eV

Record 5
2 unconnected molecules or ions with the total composition C5H12N2O in a non-equilibrium geometry, computed with ωB97M-V with the def2-TZVPD basis set.

Each line ends with the natural charge from an NBO analysis.
Element x y z (Å)
O1 3.013 0.774 0.081  -0.52
C1 2.574 0.217 1.077  0.29
C2 1.533 -0.795 1.165  -0.08
C3 0.306 -0.962 0.314  -0.51
C4 0.430 -0.607 -1.175  -0.41
C5 0.273 0.924 -1.239  -0.28
N1 -1.144 1.149 -0.935  -0.61
N2 -2.865 -0.253 0.731  -1.12
H1 2.989 0.427 2.079  0.12
H2 1.537 -1.337 2.114  0.20
H3 -0.581 -0.354 0.644  0.33
H4 0.058 -2.029 0.378  0.25
H5 -0.393 -0.965 -1.799  0.22
H6 1.343 -1.058 -1.584  0.23
H7 0.542 1.278 -2.233  0.21
H8 0.736 1.343 -0.346  0.25
H9 -1.366 1.963 -1.511  0.33
H10 -2.745 0.183 1.643  0.35
H11 -2.384 0.408 0.065  0.40
H12 -3.855 -0.307 0.529  0.36

Properties
**2S+1**: 1
**Charge**: 0
**E_HOMO**: -7.25 eV
**Orbital gap**: 3.97 eV

Record 6
A gas-phase ion, C5H12N2O (charge +1) in a non-equilibrium geometry, computed with ωB97M-V with the def2-TZVPD basis set.

Each line ends with the Löwdin spin population.
Element x y z (Å)
N1 -1.657 -1.118 1.107  0.55
C1 -0.796 0.001 0.633  0.10
C2 0.611 -0.535 0.545  0.05
C3 1.610 0.604 0.879  0.02
C4 1.106 -1.130 -0.737  0.00
C5 -1.268 0.585 -0.802  0.08
N2 -0.645 1.603 -1.390  0.02
O1 -2.329 0.185 -1.303  0.14
H1 -2.463 -0.913 1.682  0.02
H2 -1.912 -1.884 0.449  0.02
H3 -0.998 0.877 1.266  0.00
H4 0.720 -1.146 1.412  0.00
H5 1.791 0.664 1.901  0.00
H6 1.145 1.570 0.744  0.00
H7 2.459 0.603 0.262  0.00
H8 0.829 -0.523 -1.534  0.00
H9 2.128 -1.423 -0.769  0.00
H10 0.542 -1.974 -0.961  0.00
H11 0.105 2.118 -0.972  0.00
H12 -0.980 1.837 -2.412  0.00

Properties
**2S+1**: 2
**Charge**: +1
**E_HOMO (spin up / spin down)**: -15.11 / -14.47 eV
**Orbital gap (spin up / spin down)**: 12.02 / 5.72 eV
**Expectation value of S²**: 0.757

Record 7
C5H12N2O2 in the gas phase in a non-equilibrium geometry, computed with ωB97M-V with the def2-TZVPD basis set.

Each line ends with the natural charge from an NBO analysis.
Element x y z (Å)
C1 1.925 1.647 1.063  -0.07
C2 -0.081 0.972 -0.393  -0.04
C3 -0.887 1.927 0.193  -0.40
O1 1.598 1.275 -0.121  -0.48
H1 -0.133 0.846 -1.470  0.23
H2 0.819 0.079 1.710  0.48
H3 1.369 2.458 1.542  0.15
H4 2.883 1.289 1.441  0.17
H5 -0.778 2.206 1.229  0.19
H6 -1.704 2.342 -0.374  0.20
C4 -1.707 -1.009 0.062  -0.65
N1 0.686 -1.421 -0.508  -0.50
C5 -0.248 -0.583 0.213  0.43
N2 0.361 -1.646 -1.864  -0.68
O2 0.105 -0.594 1.543  -0.72
H7 0.906 -2.250 0.036  0.35
H8 1.216 -1.675 -2.407  0.36
H9 -0.163 -2.506 -2.008  0.34
H10 -1.810 -2.045 0.392  0.21
H11 -2.026 -0.922 -0.975  0.22
H12 -2.333 -0.388 0.696  0.23

Properties
**2S+1**: 1
**Charge**: 0
**E_HOMO (spin up / spin down)**: -6.92 / -8.02 eV
**Orbital gap (spin up / spin down)**: 6.41 / 8.57 eV

Record 8
2 unconnected molecules or ions with the total composition C5H12N2O2 in a non-equilibrium geometry, computed with ωB97M-V with the def2-TZVPD basis set.

Each line ends with the natural charge from an NBO analysis.
Element x y z (Å)
C1 -1.154 0.131 0.612  0.19
C2 -1.240 -1.202 1.283  -0.68
C3 -2.124 0.449 -0.479  -0.67
C4 1.147 1.853 0.491  -0.03
N1 0.729 0.673 0.289  -0.37
H1 -1.165 0.924 1.355  0.17
H2 -0.409 -1.345 1.977  0.23
H3 -1.287 -2.026 0.575  0.24
H4 -2.142 -1.202 1.912  0.23
H5 -3.077 0.739 -0.012  0.22
H6 -1.759 1.277 -1.088  0.24
H7 -2.324 -0.414 -1.110  0.24
H8 0.737 2.447 1.312  0.17
H9 1.985 2.252 -0.086  0.21
C5 1.170 -0.350 -1.036  0.82
N2 2.144 -1.226 -0.463  -0.88
O1 1.789 0.581 -1.901  -0.76
O2 0.082 -0.918 -1.419  -0.79
H10 2.424 0.062 -2.417  0.49
H11 2.764 -0.718 0.161  0.35
H12 1.712 -1.987 0.045  0.38

Properties
**2S+1**: 1
**Charge**: 0
**E_HOMO**: -8.51 eV
**Orbital gap**: 8.70 eV

Record 9
C5H12N2O2 in the gas phase in a non-equilibrium geometry, computed with ωB97M-V with the def2-TZVPD basis set.

Each line ends with the natural charge from an NBO analysis.
Element x y z (Å)
C1 -1.135 0.537 0.261  -0.39
C2 0.052 1.619 0.025  -0.64
C3 -0.515 -0.774 0.836  -0.06
C4 0.490 1.513 -1.293  0.79
C5 -1.351 -1.946 0.537  -0.63
N1 0.781 -0.962 0.206  -0.43
N2 1.987 -0.209 0.483  -0.80
O1 1.111 2.604 -1.764  -0.67
O2 0.360 0.460 -1.951  -0.71
H1 -1.842 0.962 0.859  0.21
H2 -1.500 0.281 -0.757  0.22
H3 -0.051 2.521 0.469  0.23
H4 1.170 1.048 0.446  0.36
H5 -0.318 -0.513 1.918  0.20
H6 -1.302 -2.080 -0.514  0.22
H7 -2.366 -1.748 0.856  0.23
H8 -0.957 -2.797 1.100  0.21
H9 1.000 -1.964 0.272  0.39
H10 2.345 -0.535 1.335  0.31
H11 1.413 2.562 -2.598  0.49
H12 0.629 -0.577 -0.726  0.47

Properties
**2S+1**: 1
**Charge**: 0
**E_HOMO**: -7.48 eV
**Orbital gap**: 8.33 eV

Record 10
2 unconnected molecules or ions with the total composition C5H12N2O2 in a non-equilibrium geometry, computed with ωB97M-V with the def2-TZVPD basis set.

Each line ends with the natural charge from an NBO analysis.
Element x y z (Å)
C1 0.827 -0.583 -1.927  -0.50
C2 1.497 -0.501 -0.564  -0.62
C3 0.414 0.828 -2.348  0.69
O1 -0.266 1.558 -1.659  -0.62
N1 0.869 1.227 -3.572  -0.82
H1 1.515 -1.027 -2.651  0.20
H2 -0.056 -1.218 -1.991  0.23
H3 1.165 -1.283 0.123  0.22
H4 0.717 2.122 -3.963  0.40
H5 1.532 0.701 -4.097  0.38
H6 1.375 0.460 -0.072  0.23
H7 2.582 -0.637 -0.591  0.21
C4 -1.183 0.897 2.393  -0.72
C5 -0.911 -0.496 2.882  0.68
O2 0.139 -0.863 3.341  -0.61
N2 -1.935 -1.390 2.669  -0.84
H8 -0.858 1.583 3.169  0.24
H9 -2.215 0.982 2.062  0.21
H10 -1.709 -2.352 2.820  0.40
H11 -2.863 -1.075 2.510  0.39
H12 -0.636 1.066 1.466  0.26

Properties
**2S+1**: 1
**Charge**: 0
**E_HOMO**: -9.67 eV
**Orbital gap**: 10.55 eV

Record 11
2 unconnected molecules or ions with the total composition C5H12N2O2 in a non-equilibrium geometry, computed with ωB97M-V with the def2-TZVPD basis set.

Each line ends with the natural charge from an NBO analysis.
Element x y z (Å)
C1 -2.305 -0.682 1.134  -0.42
N1 -0.925 -0.210 1.195  -0.26
C2 -0.291 -0.244 -0.377  0.39
N2 -0.875 1.028 1.745  -0.65
C3 -0.163 -1.443 -0.958  -0.51
O1 -0.689 0.881 -1.046  -0.72
H1 -0.833 0.680 -1.979  0.48
H2 -1.458 1.719 1.261  0.32
H3 0.113 1.355 1.769  0.40
H4 -2.941 -0.018 0.535  0.17
H5 -2.685 -0.721 2.157  0.22
H6 -2.320 -1.680 0.704  0.20
H7 -0.263 -1.584 -2.026  0.20
H8 0.108 -2.298 -0.362  0.23
C4 2.425 0.464 -1.151  -0.71
C5 1.769 0.394 0.208  0.40
O2 1.556 1.436 0.853  -0.58
H9 1.953 -0.548 0.755  0.14
H10 2.349 -0.485 -1.676  0.22
H11 1.992 1.269 -1.744  0.23
H12 3.482 0.685 -0.997  0.24

Properties
**2S+1**: 1
**Charge**: 0
**E_HOMO**: -8.15 eV
**Orbital gap**: 8.07 eV

So what do the calculations give for E_tot? Going down the list: -10406.1310 -10404.8353 -10401.1346 -10404.3235 -10400.6577 -10397.7492 -12449.2361 -12451.8111 -12451.2701 -12455.7278 -12450.7503 eV.
So what do the calculations give for energy relative to the best compared isomer or geometry (same formula, charge and spin)? Going down the list: 2.293 3.589 7.289 4.100 7.766 1.553 6.746 4.171 4.712 0.255 5.232 eV.